14
Properties=species:S:1:pos:R:3:forces:R:3:mulliken_charge:R:1 method="wB97M-V/def2-TZVPD" lumo_energy_ev=0.67 relative_energy_kj_mol=133.1 spin_multiplicity=1 gap_ha=0.3902
C -0.2711 1.0917 -0.0247 3.1 3.4 -1.5 0.069
C -1.6225 1.1198 0.0266 -0.1 1.1 -0.6 -0.438
C -2.2476 -0.1089 0.0689 -0.8 -0.4 -0.1 -0.188
C -1.4464 -1.2006 -0.1193 -0.6 -3.1 1.4 -0.400
C -0.0587 -1.1034 0.0641 -1.4 -0.7 -1.9 -0.270
H 4.4117 0.2145 0.7362 0.3 0.2 0.8 0.303
H 3.0527 0.1377 -0.0037 2.0 -0.4 -0.2 0.395
H 0.1989 2.1627 -0.3708 -0.6 -2.8 1.4 0.189
H -2.0064 2.1287 -0.2154 -0.6 -1.0 0.7 0.285
H -3.3038 -0.2621 0.2316 -0.2 0.2 -0.4 0.389
H -1.9049 -2.2577 -0.2081 0.8 1.9 0.2 0.256
H 0.5877 -1.9057 -0.1327 0.5 -1.6 0.4 0.416
N 0.5600 0.0249 0.0469 0.0 3.0 0.4 -0.328
O 4.0504 -0.0416 -0.0994 -2.6 0.2 -0.6 -0.677

32
Properties=species:S:1:pos:R:3:forces:R:3:mulliken_charge:R:1 method="wB97M-V/def2-TZVPD" lumo_energy_ev=4.72 relative_energy_kj_mol=2774.9 spin_multiplicity=1 gap_ha=0.1682 charge=-2
Tl -0.6264 -1.5716 1.1234 -0.1 -0.8 0.8 0.507
C 2.1128 -0.3881 -1.0922 0.0 -0.1 0.2 -1.192
N 1.9103 -0.2025 0.3653 0.2 0.8 -0.6 0.319
C 3.2163 -0.2100 0.9987 -0.3 0.0 0.4 -1.165
C 1.1587 1.0853 0.5851 0.3 -0.9 -0.2 -0.879
C -1.6816 2.5231 1.5376 -0.8 -0.8 -0.9 0.079
C -1.5377 2.8735 -0.7581 2.4 4.6 -1.8 -0.803
C -3.4210 1.5108 -0.4821 -6.1 0.6 -3.9 -0.286
C -4.2266 0.4437 -0.2455 3.0 -2.1 1.7 -0.467
C -3.2511 -0.6658 0.7994 -2.7 3.9 -2.9 -1.059
C -2.3224 0.3365 0.9780 3.4 -5.5 5.7 -0.039
H 2.1079 0.5804 -1.6147 0.3 0.0 0.0 0.368
H 1.3051 -0.9728 -1.5255 0.1 -0.2 0.0 0.256
H 3.0569 -0.9045 -1.2642 0.0 0.0 -0.1 0.476
H 3.8881 0.5554 0.5711 0.0 0.0 0.0 0.411
H 3.6610 -1.1997 0.8823 0.0 0.0 0.0 0.300
H 3.0995 -0.0071 2.0667 0.0 0.0 0.0 0.310
H 1.7610 1.9463 0.2552 -0.1 0.1 -0.1 0.374
H 0.9223 1.1841 1.6458 -0.1 0.1 0.0 0.498
H -1.5501 3.9560 -0.6695 -0.3 0.0 0.4 0.313
H -3.7327 2.2817 -1.2872 0.6 -1.1 1.6 0.194
H -5.1820 0.2137 -0.6995 -0.1 0.3 0.0 0.389
H -3.7747 -1.1979 1.5843 0.0 0.0 0.0 0.230
Cl -1.4735 3.4503 2.9194 -0.1 -0.2 -0.2 -0.296
Si -0.4086 0.6696 -0.4765 2.1 -3.0 -1.1 -0.582
Cl -0.3850 2.6073 -2.1564 0.2 0.0 -0.7 -0.271
Cl -1.9319 1.6697 0.2659 -2.2 4.5 1.9 1.002
F 0.3750 -3.2275 -0.6597 0.2 -0.3 -0.4 -0.287
B 1.4656 -4.1205 -0.8621 0.0 0.1 0.0 0.503
F 1.1005 -5.4064 -0.4262 0.0 0.0 0.0 -0.396
F 1.7871 -4.1532 -2.2321 0.0 0.0 0.0 -0.401
F 2.5772 -3.6598 -0.1265 0.0 0.0 0.0 -0.407

12
Properties=species:S:1:pos:R:3:forces:R:3:mulliken_charge:R:1 method="wB97M-V/def2-TZVPD" lumo_energy_ev=-0.23 relative_energy_kj_mol=734.5 spin_multiplicity=1 gap_ha=0.3953
C -0.4120 0.4576 0.3652 1.5 -0.2 0.0 0.183
C 0.7253 -0.1081 -0.3936 -2.4 -4.4 -3.1 -0.026
C -1.8231 0.0596 0.1448 2.5 -3.0 2.1 -1.473
N 2.1035 -0.2956 0.0764 2.2 0.3 0.3 0.877
O 2.6050 0.6422 0.6888 -0.9 -0.5 -0.3 -0.504
O 2.7188 -1.3134 -0.2132 -1.2 0.5 0.1 -0.531
O 0.3011 1.1294 -0.6751 0.1 0.7 -1.6 -0.392
H -0.0381 0.9632 1.2237 -0.6 -0.1 1.4 0.456
H 0.3332 -1.2632 -1.3877 1.5 3.5 3.0 0.247
H -1.9732 -0.5848 -0.6554 0.5 -1.6 -1.7 0.435
H -2.3488 0.8303 -0.1638 -2.9 4.1 -0.5 0.403
H -2.1917 -0.5173 0.9898 -0.3 0.6 0.3 0.323

11
Properties=species:S:1:pos:R:3:forces:R:3:mulliken_charge:R:1 method="wB97M-V/def2-TZVPD" lumo_energy_ev=-1.19 relative_energy_kj_mol=261.7 spin_multiplicity=1 gap_ha=0.2499
C -0.9338 -0.4008 0.0930 -0.3 -2.3 -1.7 0.012
C -1.9102 0.3263 1.0084 -0.2 1.0 0.1 0.187
O -2.5740 -0.2380 1.8449 0.8 0.1 -0.6 -0.452
O -1.1533 -0.3092 -1.1654 0.7 0.7 1.5 -0.565
H -0.7752 -1.4268 0.5037 0.4 0.5 -0.1 0.243
H -2.1001 1.3892 0.7315 0.0 -0.2 0.1 0.286
Rb 0.8207 0.1313 -3.7353 0.0 -0.1 1.0 0.969
O 2.5049 0.3340 -1.0022 -1.3 0.2 -0.4 -0.481
O 3.0502 0.0980 1.1605 -1.7 0.2 0.2 -0.489
C 2.3369 0.1989 0.1996 1.0 -0.8 -0.5 0.397
H 0.7339 -0.1029 0.3614 0.7 0.6 0.4 -0.107

194
Properties=species:S:1:pos:R:3:forces:R:3:mulliken_charge:R:1 method="wB97M-V/def2-TZVPD" lumo_energy_ev="-3.21 / -6.24" spin_multiplicity=2 gap_ha="0.3536 / 0.2359" charge=+2
P 0.4314 -0.3394 0.2616 -0.6 2.8 1.6 -0.823
O -0.5975 -1.4618 0.1047 0.2 -0.1 -0.6 0.671
O -0.0946 1.0874 -0.2055 0.9 -2.5 0.2 -0.089
O 1.6672 -0.8183 -0.6236 -0.6 0.1 0.5 -0.265
O 0.8647 -0.2531 1.7674 0.1 -0.4 -1.8 -0.878
C 5.0596 -0.8287 5.7367 0.6 0.0 1.5 -1.579
C 3.6414 -1.2760 5.4982 -0.2 -0.7 -0.8 0.000
C 3.6072 -2.1661 4.2457 -1.4 0.5 -0.6 -0.416
C 2.1475 -2.5881 3.9840 -0.4 -0.3 -1.3 -0.666
N 1.9178 -3.4932 2.7203 0.5 -1.4 0.9 1.055
C 2.5274 -4.9011 2.9341 0.4 -0.5 -0.3 -0.587
C 3.4836 -5.2326 1.7626 0.4 1.3 0.0 -0.700
C 3.8582 -3.8247 1.2000 -0.8 0.3 -0.1 -0.874
C 2.6112 -2.9654 1.4413 -0.8 0.1 0.1 0.387
C 0.4102 -3.7129 2.5524 1.0 2.2 -0.6 -1.236
H 5.5683 -0.3399 4.9059 -0.5 0.3 -0.1 0.348
H 5.7481 -1.6228 6.0256 -0.3 -0.5 -0.2 0.408
H 5.0722 -0.2116 6.6351 0.2 0.5 -0.2 0.429
H 2.9701 -0.4227 5.4007 0.1 0.3 -0.5 -0.122
H 3.1387 -1.8155 6.3008 0.7 -0.2 0.5 0.435
H 4.3070 -3.0013 4.2751 -0.1 -0.1 0.4 0.571
H 3.9336 -1.5488 3.4088 0.0 0.0 -0.2 0.276
H 1.4725 -1.7568 3.7801 0.5 0.5 -0.2 -0.290
H 1.6346 -3.0678 4.8176 0.5 -0.6 0.1 0.589
H 1.7543 -5.6602 3.0529 -0.3 0.4 -0.1 0.419
H 3.0835 -4.9363 3.8709 0.1 0.4 -0.1 0.376
H 3.1293 -5.7571 0.8752 -0.9 -0.2 0.5 0.222
H 4.2808 -5.8780 2.1314 0.3 0.4 0.0 0.398
H 3.9742 -3.8929 0.1183 0.4 0.1 0.0 0.394
H 4.6784 -3.2335 1.6073 0.4 -0.8 0.2 0.369
H 1.8438 -2.9809 0.6675 0.1 -0.6 -0.1 0.195
H 2.8054 -1.8931 1.4638 0.0 -0.1 0.7 -0.583
H 0.2143 -4.4631 1.7864 0.1 -0.3 0.6 0.536
H 0.0818 -2.7651 2.1258 -0.3 0.1 -0.1 0.086
H -0.0511 -3.7691 3.5384 0.1 -0.8 -0.2 0.510
C -4.2261 -4.0980 0.7101 -1.3 -0.6 0.2 -0.325
C -4.2239 -4.9276 -0.5713 1.4 0.5 -0.8 -1.005
C -2.8702 -4.7484 -1.3245 -0.7 0.1 -0.6 -0.605
C -2.5640 -3.2683 -1.5554 1.1 1.2 0.5 -0.202
P -1.0148 -2.7804 -2.5214 -0.8 -1.7 -1.9 -1.386
C 0.5819 -3.4188 -1.9055 0.9 -0.6 0.5 2.672
C 1.0090 -4.9288 -2.0728 -0.6 0.4 0.2 -0.720
C 1.7265 -5.3040 -3.3882 -0.9 -1.3 0.3 -0.601
C 2.8374 -4.3957 -3.7282 0.1 1.8 -0.3 -0.259
C -1.3441 -3.7059 -4.1601 -0.2 0.6 1.6 -0.838
C -0.5194 -3.2063 -5.3205 -0.8 0.1 0.1 -0.010
C -0.4773 -4.1687 -6.4713 1.6 0.1 -1.7 -0.307
C 0.0805 -3.4045 -7.6982 0.3 -0.4 0.4 -1.413
C -1.0074 -1.0447 -3.0914 -0.8 0.0 1.2 0.974
C -2.3795 -0.6200 -3.6148 -0.5 -0.6 0.6 -0.423
C -2.3090 0.7919 -4.1157 0.8 -1.0 -2.4 0.020
C -3.6355 1.4813 -4.2721 1.0 0.5 0.6 -1.438
H -4.6754 -3.1363 0.4623 0.4 0.3 0.3 -0.061
H -3.2798 -3.9823 1.2385 0.2 0.0 -0.3 -0.065
H -4.9245 -4.5593 1.4083 0.0 0.1 0.2 0.473
H -5.0157 -4.5600 -1.2240 -0.1 0.0 0.0 0.431
H -4.3961 -6.0016 -0.5018 0.0 0.1 0.6 0.469
H -2.9647 -5.2845 -2.2689 0.2 0.0 -0.1 0.396
H -2.0680 -5.2171 -0.7545 0.1 0.0 0.1 0.221
H -2.5428 -2.7500 -0.5968 0.6 -0.1 0.1 -0.750
H -3.3338 -2.6703 -2.0433 -0.3 -0.5 -0.6 1.162
H 0.5520 -3.1098 -0.8606 -0.1 -0.3 0.1 -1.328
H 1.4572 -2.8702 -2.2533 -0.5 0.7 -0.4 -0.287
H 0.1470 -5.5359 -1.7966 0.0 -0.4 -0.6 0.458
H 1.7327 -5.1967 -1.3031 0.1 0.5 0.4 0.034
H 1.0049 -5.3656 -4.2028 0.1 -0.4 -0.1 0.210
H 2.2667 -6.2421 -3.2610 -1.0 -0.6 0.2 0.473
H 3.1292 -3.9296 -2.7871 0.7 0.3 -0.2 -0.029
H 2.4205 -3.6329 -4.3858 0.5 0.5 0.0 -0.293
H 3.6976 -4.8283 -4.2390 -0.2 -0.2 0.2 0.478
H -2.4060 -3.5952 -4.3796 -0.1 0.0 0.1 0.826
H -1.1819 -4.7622 -3.9459 0.1 -0.1 0.0 0.870
H 0.4739 -2.9391 -4.9598 0.3 0.0 -0.4 -0.380
H -0.9712 -2.3147 -5.7552 0.0 0.4 0.5 0.271
H -1.3944 -4.6378 -6.8275 -0.3 0.0 0.8 0.449
H 0.2814 -4.9234 -6.2640 -0.3 -0.5 0.1 0.246
H 0.2171 -4.0497 -8.5662 -0.3 0.0 0.0 0.425
H 1.0803 -3.0571 -7.4379 0.0 0.3 -0.1 0.255
H -0.5590 -2.5551 -7.9383 0.1 0.0 -0.2 0.371
H -0.2130 -0.8718 -3.8174 0.0 -0.3 0.0 0.362
H -0.8630 -0.3810 -2.2388 0.5 -0.2 0.2 -0.399
H -3.1692 -0.6863 -2.8664 0.2 -0.1 0.6 -0.425
H -2.7693 -1.2659 -4.4016 0.2 -0.1 -0.3 0.310
H -1.9621 0.5469 -5.1196 0.4 0.8 -0.6 0.386
H -1.4862 1.3907 -3.7251 -0.3 0.1 0.7 -0.203
H -3.3451 2.5101 -4.4851 -0.8 0.3 0.1 0.389
H -4.0888 1.3775 -3.2863 -0.8 0.4 -0.2 0.180
H -4.2287 1.0987 -5.1027 -0.1 -0.1 0.3 0.393
C -4.4795 4.8783 5.2074 1.0 -0.6 -1.4 -1.130
C -4.6398 4.5164 3.6906 0.8 -0.2 1.5 -0.668
C -3.3655 3.7234 3.1128 -2.2 -0.4 -0.3 -0.329
C -3.1964 2.2286 3.6021 1.0 1.0 0.7 -1.112
P -1.9719 1.1968 2.6639 -1.7 1.6 1.1 0.146
C -1.6474 -0.4047 3.6101 -0.2 0.9 -1.7 0.225
C -2.1352 -0.4841 5.0237 0.3 0.3 1.0 -1.077
C -1.6832 -1.7857 5.7150 0.3 0.2 -0.4 -0.362
C -2.4264 -2.9906 5.1203 0.3 0.5 0.8 -0.900
C -3.0097 0.8456 1.1578 1.0 -0.4 -0.2 0.782
C -4.3912 0.0987 1.2366 0.9 0.3 -0.6 -0.065
C -5.1937 0.2245 -0.0551 -0.6 -0.8 -0.6 -0.212
C -5.6921 1.6056 -0.5095 0.6 0.3 0.5 -1.178
C -0.5620 2.4366 2.5953 0.8 -0.7 -0.1 0.542
C 0.2156 2.8520 3.9073 -1.1 -0.6 -0.5 -2.075
C 1.0420 1.7448 4.5745 0.6 0.6 1.6 1.868
C 1.8509 2.3256 5.7984 0.6 0.1 -0.2 -1.695
H -5.4396 5.1455 5.6489 0.3 0.2 0.0 0.387
H -3.7164 5.6561 5.2354 -0.2 0.2 0.7 0.294
H -4.0908 3.9739 5.6756 -0.1 0.1 0.5 0.266
H -4.7311 5.4793 3.1881 -0.2 -0.3 -0.5 0.385
H -5.6068 4.0195 3.7689 0.2 -0.6 -1.3 0.397
H -2.5014 4.3492 3.3358 0.1 -0.3 0.1 0.299
H -3.4743 3.6820 2.0290 0.0 0.3 -0.2 -0.085
H -4.1137 1.6451 3.6815 -0.1 0.4 0.1 0.649
H -2.7430 2.3774 4.5821 -0.3 -0.6 0.4 0.827
H -0.5661 -0.4893 3.5021 0.1 -0.3 0.0 -0.338
H -2.1301 -1.1490 2.9767 0.2 -0.2 -0.2 0.682
H -3.2215 -0.4267 5.0931 -0.1 0.2 -0.1 0.466
H -1.7205 0.3920 5.5223 -0.1 0.0 0.5 0.492
H -1.7471 -1.7515 6.8026 -0.8 0.2 0.0 0.420
H -0.5986 -1.8654 5.6413 0.3 -0.2 -0.6 -0.002
H -3.4909 -2.8199 5.2810 -0.1 -0.2 -0.1 0.393
H -2.1310 -3.8924 5.6564 -0.1 -0.2 -0.3 0.447
H -2.2471 -3.0861 4.0494 0.0 -0.2 0.0 -0.109
H -2.3061 0.2208 0.6076 -0.2 -0.3 -0.4 -0.517
H -3.0401 1.7246 0.5139 -0.1 0.4 0.4 -0.359
H -5.1328 0.3310 2.0010 0.7 0.3 0.6 0.461
H -4.1459 -0.9633 1.2512 -0.1 -0.1 0.6 -0.158
H -5.9716 -0.5150 0.1349 -1.0 0.6 0.1 0.589
H -4.7439 -0.3815 -0.8416 0.9 0.7 -0.5 -0.373
H -4.8638 2.3084 -0.5994 0.4 -0.1 -0.3 -0.011
H -6.2912 2.1289 0.2357 -0.4 -0.4 0.2 0.380
H -6.2102 1.6661 -1.4666 -0.1 -0.5 0.1 0.417
H -0.9467 3.3416 2.1251 -0.4 -0.1 0.0 0.642
H 0.1378 2.0131 1.8747 0.1 -0.1 0.0 -0.254
H -0.4586 3.2902 4.6432 -0.4 -0.3 0.2 0.566
H 0.7599 3.7545 3.6293 0.7 -0.3 -0.2 0.618
H 1.7131 1.2116 3.9012 -0.1 0.2 -0.2 -0.660
H 0.3841 0.9854 4.9972 -0.3 0.0 -0.2 -0.137
H 2.2003 1.6712 6.5970 -0.5 -0.9 -0.3 0.431
H 1.3520 3.1014 6.3792 -0.4 0.2 -0.4 0.462
H 2.8226 2.7244 5.5071 -0.1 0.5 -0.5 0.284
C -2.7791 5.4332 -0.9579 0.5 0.3 1.1 -1.774
C -2.2049 4.3232 -1.8215 0.1 -0.2 -0.4 0.049
C -0.6838 4.4237 -2.1876 -0.2 0.4 1.3 -0.526
C 0.2775 4.0483 -1.0059 -0.7 -1.7 -0.4 0.593
P 1.7164 3.0298 -1.5192 1.9 1.3 -0.6 -0.462
C 1.5324 1.7222 -2.8153 0.0 0.5 0.7 0.805
C 2.9077 1.1017 -3.2478 -1.7 -0.6 1.3 -1.110
C 2.6362 -0.1891 -4.0026 0.1 -0.4 0.1 0.699
C 3.9205 -0.8789 -4.5060 -1.3 0.2 -0.4 -1.558
C 2.7818 2.5760 0.0069 -1.1 0.0 -0.6 -0.429
C 2.9771 3.6158 1.1306 -1.5 0.1 -0.5 -0.371
C 3.7993 2.9938 2.2412 0.9 1.1 0.0 -0.008
C 5.3035 3.0542 1.8521 -0.7 -0.9 1.6 -1.549
C 2.7384 4.2767 -2.4852 -0.3 -0.5 1.6 -1.364
C 2.0788 5.0623 -3.6079 -0.5 -0.1 -0.6 -0.397
C 3.0938 5.7585 -4.4734 0.7 0.0 0.5 -0.616
C 2.4863 6.5571 -5.6179 0.4 -0.4 0.5 -1.333
H -3.8294 5.2946 -0.7014 -0.1 -0.1 -0.4 0.469
H -2.6368 6.4450 -1.3377 -0.1 -0.1 -0.5 0.409
H -2.3058 5.4978 0.0218 0.3 -0.3 0.2 0.315
H -2.8435 4.2819 -2.7039 0.4 0.2 -0.5 0.251
H -2.4159 3.3434 -1.3932 0.3 -0.2 0.5 -0.205
H -0.4386 5.4661 -2.3908 -0.2 -0.2 -0.8 0.212
H -0.4303 3.7306 -2.9899 -0.3 0.5 -0.4 0.523
H -0.2935 3.3318 -0.4153 0.1 0.1 0.6 -0.768
H 0.6864 4.8596 -0.4037 -0.2 0.1 -0.1 0.896
H 1.1250 2.1946 -3.7091 -0.3 0.3 0.1 1.320
H 0.7629 1.0973 -2.3620 0.4 -0.7 -0.3 -1.125
H 3.4047 0.7936 -2.3280 0.6 0.4 -0.1 0.332
H 3.4488 1.8376 -3.8427 0.2 -0.2 0.1 0.619
H 1.8306 -0.0145 -4.7158 0.5 0.1 -0.9 0.505
H 2.1428 -0.9249 -3.3677 0.1 0.2 0.7 -0.786
H 3.5965 -1.7385 -5.0926 0.3 0.0 -0.3 0.395
H 4.4828 -1.2856 -3.6655 0.2 0.3 0.0 0.286
H 4.4983 -0.1951 -5.1279 0.3 -0.2 0.1 0.406
H 3.7631 2.2222 -0.3092 -0.1 0.0 -0.4 1.019
H 2.2531 1.7319 0.4498 0.0 -0.1 -0.1 -0.560
H 2.0304 3.9176 1.5786 -0.5 -0.3 -0.2 0.081
H 3.3215 4.5696 0.7310 0.8 -0.1 0.1 0.443
H 3.4536 1.9831 2.4581 0.1 -0.2 -0.3 -0.297
H 3.5810 3.5216 3.1696 0.3 0.3 0.0 0.515
H 5.9155 2.9318 2.7457 0.1 -0.1 0.1 0.452
H 5.6096 4.0199 1.4496 -0.2 -0.3 -0.6 0.314
H 5.4578 2.1443 1.2723 0.6 0.5 -0.6 0.384
H 3.6836 3.8151 -2.7710 -0.1 -0.2 -0.4 0.700
H 3.0516 4.9062 -1.6523 0.0 0.7 -0.1 0.766
H 1.3308 5.7905 -3.2942 0.3 0.1 0.6 0.252
H 1.4918 4.4658 -4.3063 0.0 -0.7 0.1 0.324
H 3.8558 5.0252 -4.7373 0.0 -0.1 -0.6 0.460
H 3.6522 6.4380 -3.8294 0.0 0.3 0.0 0.358
H 3.3107 7.1134 -6.0642 -0.5 0.4 -0.2 0.402
H 1.7169 7.1708 -5.1494 0.2 0.5 -0.4 0.326
H 1.9894 5.9699 -6.3902 0.1 -0.2 0.1 0.333